DFT (ωB97M-V with the def2-TZVPD basis set) results for C41H67N2O4SeSi2TeW as an isolated structure.

The geometry in ORCA input format:
```
! wB97M-V def2-TZVPD RIJCOSX def2/J DEFGRID3
* xyz 1 1
W 0.60148 0.85707 -0.04539
C 2.52965 6.79157 2.74079
C 2.98489 5.99392 1.51146
C 4.34287 5.36959 1.82671
C 3.15551 6.94237 0.31678
C 1.93543 4.93705 1.16196
C 2.24206 3.58242 1.06702
C 1.21496 2.69684 0.77092
Se 1.31379 -0.07078 2.17926
C 2.71023 0.07024 0.88844
C 3.95373 0.66030 1.22100
C 5.02085 0.52145 0.38021
C 4.83101 -0.20028 -0.82026
C 3.64841 -0.75511 -1.23985
C 2.55540 -0.59484 -0.35471
O 1.28221 -0.87714 -0.66983
C 3.60077 -1.50897 -2.57743
C 3.90127 -0.52566 -3.71707
C 2.25996 -2.18863 -2.87235
C 4.67581 -2.60755 -2.55685
C 6.39943 1.10042 0.67161
C 6.43551 1.82960 2.01242
C 7.43511 -0.03173 0.70263
C 6.75280 2.10037 -0.44053
C -0.05723 3.17422 0.53869
O -0.87902 2.08819 0.19727
C -0.42122 4.51217 0.54447
C 0.62879 5.35870 0.88706
C -1.83004 4.97679 0.20105
C -2.13895 4.57776 -1.24988
C -1.97426 6.49215 0.33122
C -2.83497 4.30656 1.14778
H 3.27253 7.55042 2.99186
H 1.58162 7.30062 2.56486
H 2.40546 6.13632 3.60487
H 5.05757 6.15668 2.07030
H 4.28467 4.69877 2.68643
H 4.73675 4.81392 0.97372
H 3.91026 7.69805 0.54240
H 3.47615 6.39039 -0.56904
H 2.22617 7.46081 0.07669
H 3.24999 3.22595 1.21418
H 4.04139 1.16537 2.17112
H 5.69015 -0.30668 -1.46986
H 3.12790 0.24348 -3.78372
H 4.86142 -0.02552 -3.58280
H 3.92735 -1.05899 -4.66910
H 1.45310 -1.47104 -3.01620
H 2.36537 -2.76998 -3.79002
H 1.96533 -2.86985 -2.07377
H 5.67942 -2.20525 -2.42309
H 4.48587 -3.31968 -1.75195
H 4.66237 -3.15084 -3.50266
H 6.20920 1.16072 2.84494
H 7.43487 2.23371 2.17636
H 5.73569 2.66672 2.03414
H 7.20188 -0.75368 1.48714
H 7.48699 -0.56713 -0.24685
H 8.42552 0.37948 0.90236
H 6.00687 2.89369 -0.50292
H 7.72724 2.54687 -0.23692
H 6.80686 1.61883 -1.41781
H 0.42158 6.41920 0.94021
H -1.42916 5.04967 -1.93379
H -2.08975 3.49512 -1.38193
H -3.14320 4.90845 -1.52225
H -1.30184 7.02247 -0.34536
H -2.99503 6.78017 0.07743
H -1.77780 6.83047 1.35012
H -2.80082 3.22190 1.05932
H -2.62590 4.57764 2.18439
H -3.84888 4.63420 0.90898
C -4.74494 1.17430 2.56483
Si -3.78709 -0.24513 3.30721
C -3.70893 -0.12286 5.16655
C -4.52158 -1.88351 2.77959
C -2.00375 -0.13154 2.66979
Te -1.80721 -0.57480 0.60344
C -1.54316 -2.67899 0.66365
Si -0.38023 -3.72679 1.74401
C -1.11039 -5.44199 1.57954
C -0.44646 -3.22380 3.54456
C 1.36010 -3.75380 1.07103
H -5.78891 1.14223 2.88270
H -4.73248 1.14660 1.47295
H -4.33180 2.13437 2.88034
H -4.71093 -0.14589 5.59922
H -3.23250 0.80679 5.48353
H -3.14340 -0.95271 5.59520
H -5.51306 -2.00800 3.21988
H -3.91053 -2.72692 3.10912
H -4.64374 -1.94845 1.69515
H -1.32474 -0.78861 3.21149
H -1.63533 0.89539 2.75639
H -1.33964 -2.92238 -0.38427
H -2.55771 -3.04053 0.85959
H -2.11967 -5.49381 1.99282
H -0.49729 -6.17071 2.11415
H -1.16015 -5.75730 0.53539
H -1.47840 -3.09380 3.87918
H 0.10815 -2.30938 3.76112
H -0.00959 -4.02019 4.15155
H 1.36093 -4.12015 0.04119
H 1.97093 -4.43790 1.66499
H 1.83599 -2.77618 1.08963
C -0.80522 1.47537 -4.65024
N 0.35474 1.83945 -3.83610
C 1.34992 2.69488 -4.28268
C 2.39060 3.04794 -3.51835
C 2.54661 2.51038 -2.16661
O 3.48450 2.72228 -1.43741
N 1.47406 1.69045 -1.76956
C 0.44347 1.37987 -2.57671
O -0.44036 0.65340 -2.03478
H -0.74671 2.01813 -5.58884
H -1.72136 1.74462 -4.12894
H -0.80606 0.40510 -4.84703
H 1.21846 3.05667 -5.29240
H 3.15210 3.71542 -3.88982
*
```

## Properties
ΔE to the lowest compared entry with this formula, charge and spin   0.0 kcal/mol
Energy   -144994.64672 eV
Orbital gap   6.78 eV
LUMO   -3.77 eV

Results of the Mulliken charge analysis, in e, for atoms 1 through 6: 0.989 -1.799 1.879 -1.873 -1.677 -0.098



DFT (ωB97M-V with the def2-TZVPD basis set) results for C41H68F4O30S7V as an isolated structure.

The geometry in ORCA input format:
```
! wB97M-V def2-TZVPD RIJCOSX def2/J DEFGRID3
* xyz 0 2
O 1.25972 1.50460 -0.50418
V 0.01914 0.97185 -1.33277
C -1.33625 -0.14332 0.33164
O -1.32127 1.19452 0.06763
O -2.09942 -0.62097 1.07326
O -0.39086 -0.69168 -0.49474
C -4.47589 -1.73256 2.53682
C -4.31457 -2.96772 1.62663
O -4.43257 -2.33645 0.34829
C -4.50390 -0.90065 0.44017
O -4.69385 -0.26292 -0.52797
O -4.79137 -0.58961 1.69861
F -5.29915 -3.84765 1.81116
H -3.50133 -1.41306 2.96845
H -5.29602 -1.99584 3.17803
H -3.36102 -3.44034 1.76988
C -0.63698 -3.80976 0.00682
C 0.47520 -4.39640 0.89594
O 1.42832 -4.90229 -0.02213
C 0.76228 -5.23231 -1.17341
O 1.15063 -5.93850 -2.00082
O -0.48432 -4.66655 -1.11312
F -0.06632 -5.38585 1.72421
H -0.39308 -2.74366 -0.14534
H -1.58453 -3.96633 0.53273
H 0.91967 -3.73009 1.61331
C 0.62832 -4.05561 5.81610
C 0.60830 -3.62655 7.24649
O -0.53161 -2.79342 7.30495
C -0.85552 -2.36648 6.02534
O -1.58207 -1.47231 5.67000
O -0.05085 -3.03149 5.11900
F 1.72422 -2.82225 7.54969
H 0.10694 -4.97536 5.65169
H 1.66038 -4.21077 5.44168
H 0.54840 -4.45934 7.95214
C -2.99396 1.11006 3.97303
C -1.93691 2.18970 4.03113
O -2.57199 3.24914 4.60035
C -3.89974 3.05786 4.78132
O -4.69602 3.85455 5.19305
O -4.19775 1.71699 4.46436
F -1.59471 2.47393 2.71115
H -2.87772 0.13166 4.49604
H -3.10718 0.82710 2.85697
H -1.00477 2.12435 4.63983
C -3.99776 -2.36997 -3.90100
C -3.02926 -2.99177 -2.92295
C -1.65269 -2.27133 -3.01638
S -2.06724 -0.68325 -3.69212
O -1.54784 -0.46535 -5.04911
O -1.87889 0.35516 -2.65648
C -3.88102 -0.81521 -3.69934
H -5.02564 -2.72102 -3.69166
H -3.74515 -2.54778 -4.97826
H -2.92495 -4.11334 -2.94951
H -3.40703 -2.71024 -1.91450
H -1.06756 -2.74212 -3.69603
H -1.23691 -2.17123 -2.02067
H -4.23126 -0.14442 -4.49494
H -4.32767 -0.57129 -2.71754
C 4.61064 4.53996 1.52695
C 3.13781 4.34767 1.09940
C 2.28480 4.14121 2.36997
S 3.22383 4.91515 3.73119
O 3.66603 3.77664 4.52963
O 2.47915 5.98344 4.34359
C 4.59960 5.49702 2.75921
H 5.22392 4.97570 0.72307
H 5.08920 3.61640 1.84194
H 3.11064 3.54346 0.38558
H 2.80214 5.23001 0.51713
H 2.11728 3.10533 2.69397
H 1.32493 4.63621 2.38183
H 5.43835 5.32211 3.42806
H 4.46668 6.58610 2.56176
C 3.69399 0.82502 1.42710
C 4.92297 0.14749 1.96085
C 4.71494 -1.38811 2.00490
S 2.94716 -1.65986 1.88490
O 2.44814 -2.48670 2.93631
O 2.56746 -1.99737 0.56110
C 2.43322 0.09269 1.96317
H 3.69118 0.73507 0.33459
H 3.71654 1.86592 1.67642
H 5.07522 0.53827 2.99589
H 5.80658 0.40196 1.39834
H 5.10606 -1.84177 2.89605
H 5.30564 -1.89572 1.20395
H 2.25899 0.29220 3.00892
H 1.60033 0.34327 1.33100
C 3.84475 0.15798 -4.49987
C 3.79422 0.47016 -2.99150
C 3.09834 -0.65752 -2.25860
S 1.76336 -1.04681 -3.36390
O 0.71446 -0.01717 -3.19094
O 1.44278 -2.41108 -3.19752
C 2.54432 -0.58932 -4.93390
H 4.68445 -0.54311 -4.65680
H 4.19074 0.98175 -5.09876
H 3.15032 1.36642 -2.81090
H 4.79105 0.67927 -2.58774
H 2.69060 -0.33797 -1.27198
H 3.68345 -1.54998 -2.01442
H 1.75194 0.00050 -5.47152
H 2.78717 -1.50137 -5.39595
C -2.93724 -6.99685 -1.63769
C -4.05791 -6.03522 -1.14651
C -4.88002 -6.71672 -0.01107
S -3.84002 -8.03252 0.66945
O -4.33814 -9.24873 0.09202
O -3.67496 -7.71348 2.06673
C -2.35538 -7.67215 -0.33968
H -2.17983 -6.40616 -2.16146
H -3.15215 -7.72142 -2.39376
H -4.77410 -5.91123 -1.99200
H -3.65042 -4.99441 -0.93729
H -5.71612 -7.21300 -0.43463
H -5.08321 -5.97860 0.76536
H -1.85859 -8.60282 -0.71098
H -1.64571 -7.06831 0.18856
C 2.37696 7.14542 -4.55607
C 3.75294 6.71592 -4.94302
C 4.23614 5.73895 -3.88727
S 2.80526 4.71739 -3.49567
O 2.73721 4.44079 -2.08301
O 2.80792 3.61090 -4.41983
C 1.57686 5.90633 -4.01852
H 1.91302 7.80951 -5.30250
H 2.39813 7.80790 -3.67450
H 4.48961 7.47947 -5.27193
H 3.67603 6.09443 -5.80535
H 4.46567 6.16761 -2.91272
H 5.08711 5.21865 -4.27655
H 0.91735 6.15358 -3.18571
H 0.96446 5.50039 -4.79100
C -1.67646 4.63054 0.55756
C -2.96701 3.77508 0.20240
C -2.86533 3.36228 -1.29206
S -1.15749 3.71603 -1.75472
O -1.00634 4.96674 -2.45268
O -0.52880 2.56105 -2.44249
C -0.51132 4.04993 -0.10086
H -1.49849 4.66134 1.64902
H -1.75815 5.69794 0.29684
H -3.90412 4.41280 0.41211
H -3.01129 2.80831 0.75874
H -3.43328 3.99713 -1.98462
H -3.01897 2.32463 -1.45027
H 0.35151 4.67891 -0.25690
H -0.25798 3.05611 0.29917
*
```

## Properties
Energy   -217449.31199 eV
Orbital gap (alpha / beta)   9.66 / 9.85 eV
LUMO (alpha / beta)   -0.11 / -0.11 eV

Results of the Mulliken charge analysis, in e, for atoms 1 through 6: 0.275 0.596 -0.271 0.386 -0.078 -0.082



DFT (ωB97M-V with the def2-TZVPD basis set) results for a 7-piece molecular cluster, C41H68O14 overall.

The geometry in ORCA input format:
```
! wB97M-V def2-TZVPD RIJCOSX def2/J DEFGRID3
* xyz 0 1
C -3.10934 4.88465 -0.21902
C -1.53750 4.53624 -0.64193
C -1.63849 3.13717 -1.54476
C -0.19406 2.69081 -2.20165
C -0.51041 1.63058 -3.45590
C -1.64105 0.54916 -2.93259
C -1.66844 -0.85569 -3.79789
C -0.40570 -1.76898 -3.20825
C -0.92621 -3.21649 -2.62288
C -0.01258 -3.71241 -1.32645
C 0.76818 -5.07519 -1.80102
C 1.01459 -6.06224 -0.48541
C 2.21773 -7.08781 -0.86346
C 3.56900 -7.02168 0.03214
C 3.72810 -6.04868 1.32652
C 5.18151 -5.35468 0.87318
C 5.03379 -5.37359 -0.78150
O 5.20089 -4.40556 -1.68567
O 4.63884 -6.80402 -0.98786
H -3.83093 4.16194 -0.82812
H -3.41813 5.97463 -0.51231
H -3.26742 4.63423 0.91508
H -1.02057 5.41451 -1.21789
H -0.97029 4.25937 0.35394
H -2.08661 2.32672 -0.79709
H -2.38767 3.35144 -2.43679
H 0.48016 2.14056 -1.38937
H 0.44244 3.62094 -2.58675
H 0.47073 1.07031 -3.79921
H -1.00281 2.27925 -4.30393
H -2.74663 0.99157 -2.99943
H -1.39128 0.30999 -1.79166
H -2.70456 -1.39881 -3.60147
H -1.54954 -0.70544 -4.95950
H 0.14159 -1.16548 -2.35259
H 0.36361 -1.85443 -4.09730
H -2.02546 -3.05061 -2.19309
H -0.91612 -3.99489 -3.51518
H -0.69360 -3.85595 -0.38187
H 0.73738 -2.83859 -1.06662
H 1.77320 -4.83049 -2.35927
H 0.09326 -5.68283 -2.57098
H 0.04488 -6.72782 -0.28023
H 1.16055 -5.40908 0.47021
H 1.77550 -8.18816 -0.86901
H 2.53739 -6.85066 -1.98959
H 3.66336 -8.11569 0.49295
H 3.07139 -5.09102 1.46196
H 3.89129 -6.62804 2.35540
H 5.44293 -4.32162 1.38362
H 5.99486 -6.11216 1.25218
O -0.52606 -9.20763 0.03221
C 0.05717 -10.27208 -0.09018
C -0.37016 -11.57234 0.52046
C 0.87501 -12.41129 0.38224
C 1.52496 -11.83675 -0.84918
O 1.17954 -10.45239 -0.84646
H -1.20312 -11.98203 -0.05759
H -0.65206 -11.44229 1.56785
H 0.67402 -13.48294 0.30274
H 1.52339 -12.25222 1.25248
H 1.14391 -12.29006 -1.77030
H 2.61319 -11.94531 -0.82453
O -3.89196 3.53485 -4.36212
C -4.74821 2.73489 -4.70138
C -4.71721 1.90586 -5.94954
C -6.14475 1.43100 -6.04964
C -6.57992 1.38773 -4.60823
O -5.85925 2.43805 -3.96540
H -4.02071 1.07458 -5.80928
H -4.43298 2.50781 -6.81574
H -6.25158 0.47045 -6.56059
H -6.74100 2.17261 -6.59508
H -6.32178 0.43990 -4.12432
H -7.65502 1.55905 -4.50129
O -3.15962 7.52382 2.77550
C -4.14383 7.84692 2.13121
C -4.48255 9.24274 1.70327
C -5.93321 9.11116 1.31382
C -6.02462 7.67734 0.86133
O -5.07730 6.96927 1.65945
H -3.85553 9.51720 0.85044
H -4.35040 9.95016 2.52517
H -6.24714 9.82517 0.54780
H -6.56568 9.26250 2.19705
H -5.75349 7.55596 -0.19267
H -7.02416 7.26227 1.02029
O 5.66787 2.04972 -1.84068
C 6.02293 0.88938 -1.96605
C 6.96047 0.16362 -1.04928
C 7.33788 -1.04205 -1.87229
C 6.11635 -1.25289 -2.72806
O 5.58181 0.05133 -2.94955
H 6.42408 -0.11703 -0.13860
H 7.83311 0.77646 -0.81194
H 7.59912 -1.91742 -1.27178
H 8.19825 -0.79835 -2.50742
H 5.35677 -1.86105 -2.22572
H 6.36505 -1.71717 -3.68682
O 1.40568 1.80384 3.45669
C 1.20787 3.00636 3.40203
C 1.98038 3.97675 2.56076
C 1.59219 5.30110 3.16805
C 0.20748 5.02927 3.69492
O 0.21239 3.65417 4.07551
H 1.64866 3.89247 1.52217
H 3.05530 3.79874 2.64005
H 1.62789 6.13403 2.46087
H 2.26668 5.53500 4.00074
H -0.56411 5.17787 2.93220
H -0.02806 5.65138 4.56332
O 0.63852 7.41289 9.38387
C 0.53571 6.29956 8.89591
C 1.10898 5.04116 9.47380
C 1.02774 4.09090 8.30597
C -0.16143 4.60961 7.54063
O -0.16214 6.02005 7.75614
H 0.48341 4.71400 10.30892
H 2.14136 5.19082 9.79815
H 0.92627 3.04305 8.60070
H 1.93265 4.18400 7.69321
H -1.10619 4.19900 7.91210
H -0.08052 4.40023 6.47000
*
```

## Properties
ΔE to the lowest compared entry with this formula, charge and spin   215.9 kcal/mol
Energy   -72277.14611 eV
Orbital gap   9.82 eV
LUMO   0.39 eV

Results of the Mulliken charge analysis, in e, for atoms 1 through 6: -0.679 0.065 -0.091 -0.705 -0.383 -0.382



> Which value of energy does entry 1 give?

-144994.64672 eV



> Which formula does entry 1 have?

C41H67N2O4SeSi2TeW



> Look up the energy of the third one.

-72277.14611 eV



> Among the records above, which one has the highest energy?

C41H68O14